A structure of composition C32H58Ge3N4O2S3Si3Y, computed with the ωB97M-V functional and the def2-TZVPD basis.

XYZ file:
```
106
Properties=species:S:1:pos:R:3:mulliken_charge:R:1
Y 0.7929 -0.0109 1.0555 -1.119
S 1.8892 -4.1424 -1.0169 -0.164
C 1.3598 -2.9513 -0.0447 0.226
S 2.0196 -2.4591 1.4541 -0.434
S -0.0115 -1.9041 -0.7380 -0.653
C 3.4994 3.1809 2.8996 -0.803
C 4.0511 1.7819 2.6315 -0.838
Ge 3.5452 1.0988 0.8260 0.380
C 4.7933 -0.3805 0.4036 -0.828
C 4.5758 -0.9495 -0.9961 -0.807
C 4.0026 2.5126 -0.4411 -0.040
C 3.2006 2.6921 -1.4949 -0.229
Ge 1.5979 1.5422 -1.4655 1.217
C 1.6185 0.4300 -3.1082 -0.400
C 1.2730 1.1886 -4.3913 -1.432
C -0.0361 2.6952 -1.4650 0.183
C 0.1392 3.9282 -0.5808 -0.654
C 3.5372 3.5798 -2.6329 -0.001
C 2.5806 4.4099 -3.2188 0.441
C 2.9080 5.2394 -4.2799 -1.080
C 4.1987 5.2423 -4.7908 -0.422
C 5.1574 4.4112 -4.2285 -0.832
C 4.8298 3.5903 -3.1601 -0.526
H 3.8073 3.5627 3.8770 0.382
H 2.4065 3.1762 2.8680 -0.128
H 3.8405 3.8906 2.1435 0.321
H 3.7337 1.0803 3.4055 0.380
H 5.1456 1.7947 2.6458 0.552
H 4.6847 -1.1633 1.1553 0.447
H 5.8028 0.0322 0.5014 0.566
H 3.5831 -1.3972 -1.0897 -0.054
H 5.3019 -1.7298 -1.2335 0.456
H 4.6622 -0.1697 -1.7573 0.151
H 4.9354 3.0782 -0.3605 0.566
H 0.9452 -0.4170 -2.9703 0.274
H 2.6255 0.0113 -3.1711 0.432
H 0.2783 1.6369 -4.3386 0.284
H 1.2807 0.5172 -5.2534 0.450
H 1.9855 1.9899 -4.5891 0.319
H -0.8891 2.0974 -1.1322 -0.819
H -0.2493 2.9884 -2.4967 0.706
H 0.4529 3.6488 0.4279 -0.402
H -0.7851 4.5067 -0.4971 0.518
H 0.9149 4.5910 -0.9684 0.240
H 1.5673 4.4071 -2.8366 0.211
H 2.1516 5.8813 -4.7137 0.407
H 4.4532 5.8816 -5.6261 0.396
H 6.1633 4.3967 -4.6287 0.391
H 5.5752 2.9298 -2.7342 0.416
N -0.6058 -1.3022 2.7721 0.153
C -0.6466 -1.2109 3.9196 0.271
C -0.6631 -0.9042 5.2914 -0.109
C -0.0943 -1.7392 6.2880 -0.193
N 0.3632 -2.4199 7.0948 -0.489
C -1.0519 0.3871 5.5189 0.543
N -1.4617 1.4717 5.6541 -0.617
N -0.4704 3.4596 4.4703 -0.307
C -1.0549 3.1555 3.1524 -1.218
C -0.4328 1.9190 2.5404 1.159
O 0.5978 1.4166 3.0451 -0.538
O -0.9460 1.4777 1.4725 -0.133
H -0.6478 4.4230 4.7350 0.290
H 0.5367 3.3060 4.4557 0.305
H -0.9670 2.4644 5.1603 0.515
H -0.9091 3.9559 2.4232 0.484
H -2.1285 2.9914 3.2485 0.314
C -2.2821 -4.3930 2.8641 -0.904
Si -2.2369 -4.6582 1.0108 0.392
C -0.8102 -5.7667 0.5472 -1.029
C -3.8369 -5.4567 0.4337 -1.057
Ge -2.1795 -2.5307 -0.1065 0.323
Si -2.7511 -2.7539 -2.4372 0.374
C -1.7257 -4.1792 -3.0880 -0.877
C -4.5746 -3.1237 -2.7058 -1.126
C -2.3143 -1.1633 -3.3356 -0.388
Si -3.7002 -0.9395 0.8816 0.788
C -3.8875 0.5519 -0.2379 -0.726
C -5.2722 -1.9756 0.8342 -1.258
C -3.5414 -0.3411 2.6508 -0.132
H -2.4466 -5.3410 3.3826 0.494
H -3.0779 -3.7041 3.1569 0.208
H -1.3321 -3.9803 3.2069 0.137
H -1.0511 -6.7971 0.8239 0.402
H 0.1045 -5.4795 1.0676 0.306
H -0.6028 -5.7395 -0.5231 0.240
H -3.9999 -6.3806 0.9952 0.426
H -3.7754 -5.7188 -0.6251 0.233
H -4.7104 -4.8192 0.5747 0.295
H -2.0842 -5.1313 -2.6889 0.227
H -0.6724 -4.0718 -2.8178 0.179
H -1.7932 -4.2271 -4.1782 0.423
H -4.9160 -3.9593 -2.0917 0.305
H -4.7430 -3.3908 -3.7526 0.412
H -5.1994 -2.2567 -2.4820 0.281
H -1.3272 -0.7955 -3.0487 -0.307
H -3.0425 -0.3769 -3.1298 0.298
H -2.3006 -1.3318 -4.4156 0.453
H -4.1749 0.2559 -1.2479 0.219
H -2.9594 1.1232 -0.2939 -0.180
H -4.6649 1.2145 0.1532 0.441
H -5.4383 -2.4567 -0.1294 0.231
H -6.1316 -1.3306 1.0384 0.437
H -5.2520 -2.7495 1.6046 0.284
H -2.7125 0.3530 2.7714 -0.662
H -3.4277 -1.1636 3.3580 0.206
H -4.4699 0.1855 2.8938 0.555
```

## Properties
* ΔE to the lowest compared entry with this formula, charge and spin: 22.62 kcal/mol
* LUMO level (alpha / beta): -0.2 / -1.0 eV
* gap between HOMO and LUMO (alpha / beta): 6.33 / 6.90 eV
* 2S+1: 2
* largest force on an atom: 1.03 eV/Å
* net charge: 0
* total energy: -270913.8223 eV
* molecular weight: 1018.037 g mol⁻¹